1.
ORCA calculation (the ωB97M-V functional and the def2-TZVPD basis) on a molecular structure, C33H50MoNO6PSeTe.

Each line ends with the Löwdin charge.
Element x y z (Å)
1 Mo -1.794 -0.444 -1.662  1.8041
2 C 1.000 5.045 3.745  -0.0410
3 C 1.312 3.543 3.727  -0.5561
4 C 0.876 2.936 5.060  -0.0648
5 C 2.825 3.340 3.577  -0.0453
6 C 0.587 2.893 2.551  -0.1573
7 C -0.455 1.997 2.712  -0.0554
8 C -1.068 1.406 1.612  -0.4143
9 Se -2.456 0.129 1.947  1.1428
10 C -1.238 -1.344 2.053  -0.4155
11 C -0.750 -1.730 3.295  -0.0502
12 C 0.211 -2.721 3.401  -0.1537
13 C 0.635 -3.339 2.224  0.0328
14 C 0.158 -3.022 0.956  -0.0740
15 C -0.777 -1.979 0.912  -0.2752
16 O -1.307 -1.537 -0.271  -0.3711
17 C 0.614 -3.812 -0.275  -0.5268
18 C 1.306 -2.896 -1.293  -0.0360
19 C -0.605 -4.512 -0.892  -0.0290
20 C 1.621 -4.902 0.098  -0.0694
21 C 0.798 -3.164 4.740  -0.5557
22 C 0.384 -4.615 5.014  -0.0406
23 C 0.307 -2.288 5.891  -0.0639
24 C 2.329 -3.075 4.685  -0.0442
25 C -0.645 1.721 0.331  -0.2929
26 O -1.220 1.101 -0.735  -0.3533
27 C 0.356 2.681 0.110  -0.0761
28 C 0.949 3.224 1.244  0.0310
29 C 0.751 3.169 -1.289  -0.5237
30 C -0.503 3.714 -1.986  -0.0389
31 C 1.765 4.316 -1.222  -0.0686
32 C 1.393 2.053 -2.122  -0.0325
33 H 1.518 5.531 4.573  0.0859
34 H -0.071 5.218 3.862  0.0908
35 H 1.318 5.527 2.820  0.0798
36 H 1.471 3.364 5.868  0.0862
37 H 1.019 1.854 5.076  0.0824
38 H -0.173 3.143 5.279  0.0865
39 H 3.345 3.758 4.441  0.0847
40 H 3.216 3.833 2.688  0.0756
41 H 3.072 2.280 3.508  0.0914
42 H -0.805 1.721 3.695  0.0914
43 H -1.124 -1.216 4.169  0.0937
44 H 1.371 -4.125 2.304  0.0929
45 H 0.660 -2.103 -1.663  0.0442
46 H 1.629 -3.485 -2.154  0.0889
47 H 2.192 -2.436 -0.849  0.0925
48 H -1.368 -3.803 -1.198  0.0492
49 H -1.053 -5.196 -0.169  0.0964
50 H -0.302 -5.093 -1.766  0.0927
51 H 2.539 -4.491 0.521  0.0890
52 H 1.891 -5.447 -0.807  0.0889
53 H 1.207 -5.624 0.803  0.0877
54 H -0.702 -4.706 5.072  0.0913
55 H 0.806 -4.956 5.961  0.0863
56 H 0.735 -5.284 4.229  0.0795
57 H -0.769 -2.383 6.044  0.0875
58 H 0.536 -1.234 5.725  0.0816
59 H 0.799 -2.594 6.815  0.0866
60 H 2.750 -3.753 3.944  0.0763
61 H 2.753 -3.341 5.655  0.0852
62 H 2.653 -2.063 4.437  0.0911
63 H 1.735 3.950 1.105  0.0925
64 H -1.003 4.450 -1.354  0.1005
65 H -1.215 2.926 -2.227  0.0600
66 H -0.213 4.215 -2.911  0.0779
67 H 1.384 5.173 -0.665  0.0901
68 H 1.975 4.651 -2.238  0.0863
69 H 2.712 4.006 -0.778  0.0872
70 H 0.716 1.221 -2.298  0.0508
71 H 2.291 1.674 -1.631  0.0917
72 H 1.688 2.452 -3.096  0.0872
73 C -2.027 3.959 -5.392  -0.0688
74 C -1.819 2.508 -5.742  -0.2622
75 O -3.014 1.778 -5.384  -0.3074
76 P -2.965 0.425 -4.562  0.0669
77 O -2.083 0.695 -3.248  -0.5824
78 Te -5.131 -0.301 -4.189  0.4241
79 O -1.963 -0.491 -5.391  -0.3004
80 C -2.436 -1.184 -6.575  -0.2857
81 C -1.368 -2.153 -7.010  -0.0672
82 H -1.173 4.552 -5.723  0.0826
83 H -2.144 4.080 -4.317  0.0624
84 H -2.922 4.340 -5.882  0.0832
85 H -0.952 2.073 -5.238  0.1079
86 H -1.689 2.374 -6.818  0.1203
87 H -2.633 -0.435 -7.346  0.1188
88 H -3.376 -1.682 -6.330  0.0702
89 H -0.438 -1.633 -7.241  0.0795
90 H -1.701 -2.675 -7.907  0.0833
91 H -1.174 -2.895 -6.240  0.0681
92 O -2.781 -3.870 -4.143  0.1445
93 C -2.514 -2.948 -3.480  -0.4848
94 N -2.241 -2.019 -2.774  -0.0989

Total charge: 0
Energy, eV: -132595.3629
E_LUMO (spin up / spin down), eV: -1.3 / -1.3

***

2.
ORCA calculation (the ωB97M-V functional and the def2-TZVPD basis) on a molecular structure, C33H50N3O3P2Pt at a distorted geometry.

Each line ends with the Löwdin spin population.
Element x y z (Å)
1 Pt -0.524 0.122 -0.016  0.5879
2 C -1.171 -0.719 3.404  0.0056
3 C -1.753 -1.915 2.644  0.0121
4 C -1.489 -3.181 3.460  0.0034
5 P -1.175 -1.904 0.875  0.0330
6 C -2.516 -2.810 -0.035  0.0025
7 C -2.163 -2.820 -1.522  -0.0008
8 C -2.930 -4.213 0.411  0.0011
9 C 0.352 -2.866 0.764  -0.0012
10 C 0.432 -4.219 1.118  0.0002
11 C 1.609 -4.938 1.099  -0.0015
12 C 1.650 -6.407 1.436  -0.0003
13 C 2.765 -4.230 0.752  0.0005
14 C 2.734 -2.906 0.387  0.0030
15 C 1.515 -2.175 0.322  0.0095
16 N 1.433 -0.870 -0.040  0.1253
17 C 2.402 -0.159 -0.739  0.0118
18 C 3.337 -0.695 -1.630  0.0074
19 C 4.235 0.123 -2.302  0.0000
20 C 4.248 1.502 -2.135  0.0043
21 C 5.220 2.384 -2.875  0.0008
22 C 3.293 2.041 -1.278  -0.0014
23 C 2.380 1.247 -0.602  0.0035
24 P 0.995 1.860 0.410  0.0268
25 C 1.730 2.033 2.100  0.0081
26 C 2.341 0.707 2.555  -0.0003
27 C 2.770 3.149 2.186  0.0026
28 C 0.719 3.593 -0.147  0.0055
29 C 0.222 3.575 -1.592  0.0000
30 C -0.316 4.246 0.770  0.0036
31 H -1.637 -0.638 4.390  0.0001
32 H -1.304 0.217 2.859  0.0052
33 H -0.098 -0.855 3.555  0.0001
34 H -2.839 -1.770 2.549  0.0002
35 H -0.418 -3.384 3.511  0.0001
36 H -1.980 -4.068 3.063  0.0001
37 H -1.848 -3.033 4.482  0.0010
38 H -3.375 -2.142 0.112  0.0013
39 H -1.288 -3.451 -1.700  0.0000
40 H -1.921 -1.821 -1.888  -0.0005
41 H -2.997 -3.226 -2.102  0.0000
42 H -2.136 -4.936 0.219  0.0000
43 H -3.804 -4.537 -0.160  0.0000
44 H -3.198 -4.260 1.467  0.0000
45 H -0.467 -4.729 1.442  0.0003
46 H 0.765 -6.706 1.999  0.0000
47 H 2.527 -6.655 2.037  0.0000
48 H 1.691 -7.028 0.537  -0.0001
49 H 3.725 -4.739 0.783  0.0003
50 H 3.660 -2.398 0.163  0.0000
51 H 3.332 -1.757 -1.831  0.0003
52 H 4.935 -0.330 -2.997  0.0000
53 H 6.011 1.793 -3.339  0.0000
54 H 5.695 3.104 -2.205  0.0002
55 H 4.729 2.953 -3.668  0.0003
56 H 3.253 3.121 -1.159  -0.0001
57 H 0.888 2.266 2.760  0.0014
58 H 3.253 0.495 1.992  0.0000
59 H 1.663 -0.132 2.404  -0.0003
60 H 2.601 0.769 3.615  0.0000
61 H 3.538 3.022 1.418  0.0000
62 H 3.270 3.112 3.157  0.0006
63 H 2.336 4.144 2.077  0.0001
64 H 1.651 4.160 -0.090  0.0007
65 H -0.649 2.917 -1.682  0.0002
66 H 0.980 3.200 -2.280  0.0000
67 H -0.063 4.584 -1.906  0.0000
68 H -1.259 3.693 0.733  0.0020
69 H -0.513 5.274 0.455  0.0001
70 H 0.006 4.273 1.812  0.0000
71 O -2.413 1.240 -1.046  0.0459
72 N -3.199 1.878 -0.232  0.0164
73 C -3.537 1.328 0.954  0.0274
74 C -4.364 2.008 1.831  0.0027
75 C -4.842 3.262 1.503  0.0112
76 C -4.467 3.816 0.292  0.0036
77 C -3.638 3.110 -0.559  0.0083
78 H -3.082 0.364 1.132  0.0143
79 H -4.617 1.537 2.771  -0.0001
80 H -5.489 3.802 2.181  0.0006
81 H -4.799 4.800 -0.006  0.0001
82 H -3.283 3.468 -1.513  0.0007
83 N -2.031 1.560 -5.176  0.0000
84 C -1.795 0.506 -4.186  0.0002
85 C -0.367 0.528 -3.665  0.0003
86 O 0.447 1.387 -4.288  0.0002
87 O -0.012 -0.171 -2.758  0.0015
88 H -2.659 1.263 -5.907  0.0000
89 H -0.091 1.785 -5.003  0.0000
90 H -2.435 2.380 -4.743  0.0001
91 H -1.940 -0.477 -4.635  0.0000
92 H -2.443 0.565 -3.310  0.0001

Multiplicity: 2
Expectation value of S²: 0.7549
Energy relative to the best compared isomer or geometry (same formula, charge and spin), kcal per mole: 11.8
Total charge: 0
Energy, eV: -67469.6136
E_LUMO (spin up / spin down), eV: 0.0 / 0.0

***

3.
ORCA calculation (the ωB97M-V functional and the def2-TZVPD basis) on a molecular structure, C33H50N3OP2Sr at a distorted geometry.

Each line ends with the Löwdin charge.
Element x y z (Å)
1 C -1.372 -1.483 -1.577  -0.3827
2 C 0.766 -2.281 -1.008  -0.3743
3 C -1.532 -2.451 -2.569  -0.0834
4 C 0.579 -3.372 -1.896  -0.0487
5 C -0.548 -3.440 -2.694  -0.0731
6 H -2.427 -2.426 -3.193  0.1030
7 H 1.372 -4.117 -1.938  0.1095
8 H -0.677 -4.248 -3.405  0.1057
9 N -0.265 -1.382 -0.818  -0.0128
10 P -2.865 -0.201 0.457  1.0281
11 P 2.748 -0.744 0.443  0.9623
12 C -2.474 -0.426 -1.336  -0.2757
13 H -2.107 0.532 -1.747  0.0659
14 H -3.382 -0.673 -1.907  0.0788
15 C 2.028 -2.135 -0.348  -0.3340
16 H 2.671 -3.016 -0.416  0.0496
17 C 3.894 0.004 -0.909  -0.6848
18 C 3.636 -1.494 1.993  -0.6924
19 C -3.756 1.492 0.497  -0.7009
20 C -3.973 -1.694 0.795  -0.6871
21 C 4.103 1.486 -0.546  -0.1119
22 H 4.556 1.603 0.447  0.0660
23 H 4.778 1.947 -1.281  0.0870
24 H 3.153 2.037 -0.553  0.0444
25 C 5.224 -0.747 -0.976  -0.1048
26 H 5.834 -0.623 -0.072  0.0667
27 H 5.076 -1.816 -1.181  0.0843
28 H 5.811 -0.339 -1.814  0.0882
29 C 3.218 -0.104 -2.284  -0.0967
30 H 3.852 0.385 -3.040  0.0937
31 H 3.085 -1.150 -2.586  0.0837
32 H 2.242 0.389 -2.297  0.0321
33 C 4.454 -0.372 2.655  -0.1102
34 H 3.826 0.492 2.919  0.0697
35 H 4.900 -0.760 3.582  0.0855
36 H 5.278 -0.020 2.020  0.0676
37 C 2.572 -1.992 2.991  -0.1154
38 H 1.956 -1.174 3.392  0.0386
39 H 1.907 -2.746 2.552  0.0765
40 H 3.092 -2.459 3.843  0.0925
41 C 4.545 -2.670 1.632  -0.0991
42 H 5.346 -2.399 0.937  0.0579
43 H 5.028 -3.012 2.560  0.0882
44 H 3.986 -3.518 1.221  0.0776
45 C -4.637 -1.486 2.173  -0.0920
46 H -5.230 -2.386 2.404  0.0946
47 H -3.895 -1.352 2.975  0.0645
48 H -5.325 -0.627 2.176  0.0656
49 C -3.090 -2.962 0.836  -0.0782
50 H -2.685 -3.204 -0.157  0.0788
51 H -2.257 -2.865 1.549  0.0402
52 H -3.725 -3.805 1.158  0.0995
53 C -5.042 -1.915 -0.282  -0.0859
54 H -5.651 -2.778 0.033  0.0970
55 H -5.718 -1.059 -0.394  0.0608
56 H -4.603 -2.164 -1.258  0.0767
57 C -3.009 2.515 -0.382  -0.1036
58 H -3.109 2.293 -1.452  0.0809
59 H -3.464 3.503 -0.218  0.0950
60 H -1.937 2.605 -0.147  0.0552
61 C -3.754 1.986 1.956  -0.1025
62 H -2.736 2.134 2.348  0.0650
63 H -4.269 2.956 1.992  0.0915
64 H -4.286 1.303 2.631  0.0700
65 C -5.190 1.363 -0.018  -0.0993
66 H -5.228 0.979 -1.046  0.0864
67 H -5.826 0.747 0.631  0.0696
68 H -5.637 2.369 -0.034  0.0929
69 Sr 0.013 0.332 1.190  1.0500
70 C -1.075 -1.441 3.064  -0.0500
71 O -1.269 -1.869 4.115  0.0921
72 N 0.580 1.719 -0.786  0.0682
73 C 0.687 2.124 -1.890  -0.1258
74 C 0.726 2.874 -3.098  -0.2158
75 C 0.467 4.256 -3.044  -0.0192
76 C 0.999 2.265 -4.337  -0.0143
77 C 0.541 5.030 -4.202  -0.0583
78 H 0.201 4.705 -2.082  0.1237
79 C 1.089 3.046 -5.488  -0.0530
80 H 1.123 1.182 -4.369  0.1224
81 C 0.873 4.429 -5.425  -0.0498
82 H 0.335 6.104 -4.144  0.1167
83 H 1.325 2.571 -6.442  0.1161
84 H 0.955 5.038 -6.331  0.1175
85 C 0.454 1.920 6.009  -0.0269
86 C 0.389 1.460 4.643  -0.1917
87 N 0.338 1.104 3.533  0.0385
88 H 1.331 1.478 6.508  0.1085
89 H -0.462 1.626 6.543  0.1064
90 H 0.543 3.016 6.015  0.1066

Total charge: +1
Energy, eV: -60959.6888
E_LUMO, eV: -2.5